{
  "formula": "C39H40Cl2CuN4O6S",
  "method": "wB97M-V/def2-TZVPD",
  "s_squared": 0.75,
  "total_energy_ha": -5139.7369,
  "lumo_energy_ha": [-0.014, -0.030],
  "homo_energy_ev": [-7.74, -7.74],
  "charge": 0,
  "multiplicity": 2,
  "de_lowest_kj_mol": 48.58,
  "species": ["C", "H", "H", "H", "Cu", "C", "C", "C", "H", "H", "H", "H", "H", "Cl", "C", "C", "N", "C", "H", "C", "N", "O", "H", "C", "H", "C", "C", "C", "C", "H", "N", "H", "C", "H", "H", "H", "H", "H", "C", "H", "H", "H", "C", "C", "O", "H", "H", "O", "C", "C", "C", "H", "H", "C", "C", "H", "S", "H", "H", "C", "H", "C", "C", "C", "O", "C", "C", "C", "C", "H", "H", "H", "C", "O", "C", "Cl", "H", "H", "C", "C", "C", "H", "H", "C", "H", "C", "C", "O", "C", "H", "H", "N", "H"],
  "xyz": [[-3.61377, 2.65105, -0.74013], [2.16687, -3.86022, 0.79309], [-3.51512, 3.60787, -1.25912], [1.04626, -4.09725, -3.26884], [-0.15419, 0.16958, -1.06572], [-1.28633, -4.15854, 1.15334], [1.51802, -1.99761, -0.11695], [-0.69363, 0.25323, -5.42630], [-5.71963, 1.77752, 3.57931], [2.62073, -2.56803, 2.31283], [3.82609, 5.02055, -0.27595], [-2.10081, 3.21473, 1.41258], [3.68980, 1.54440, -0.06598], [-0.81951, -0.81266, 4.19377], [-2.24307, -3.22222, 1.54142], [3.60371, 2.01410, -1.04403], [1.39212, 0.19800, 0.85826], [1.74337, -1.08126, 1.03221], [4.48019, 0.29014, -1.91493], [-3.49208, -0.82031, 3.55462], [1.01977, -1.42898, -1.21867], [1.79572, -6.19737, -2.29923], [-0.58217, 2.43525, 0.85195], [-4.76668, 1.28051, 3.69718], [-2.09798, -3.73452, 4.88363], [-2.23982, 2.13587, -0.43653], [3.82952, 1.54682, -3.54926], [1.95611, 6.08791, -0.06175], [-2.50855, -3.07025, 2.90047], [2.37597, 6.72886, 0.71276], [-0.05898, -0.11915, -3.17252], [4.72131, 2.17561, -3.61450], [-0.55291, 0.67256, -4.11449], [3.27892, 4.14026, -2.63676], [3.55924, 6.24375, -1.49040], [-0.83457, 1.66667, -3.79438], [3.93348, 0.74749, -4.28311], [1.30717, 2.07480, 1.69479], [2.57941, -0.63322, 3.22803], [-1.88684, 1.45164, 1.50680], [-1.10252, 0.92342, -6.16885], [2.96085, 2.14102, -3.83468], [2.33965, -1.53125, 2.20675], [-2.45434, 1.27661, 4.25770], [-1.92543, -1.37728, -1.42365], [-4.12294, 1.95705, -1.40581], [3.04663, -0.96304, 4.14642], [-1.61756, 1.55752, -1.31592], [-2.93892, -2.41657, 0.47537], [0.31600, -1.36474, -3.47607], [-2.00657, -1.41153, -0.18529], [1.29040, 6.69615, -0.67601], [-4.46449, -2.46799, 3.02552], [1.81532, -3.34760, -0.09027], [1.16658, -3.49058, -2.38193], [2.74245, 0.37721, -2.11273], [2.01134, 2.91920, -1.01680], [0.53696, -2.86489, -4.99648], [0.14851, -5.62638, 1.74228], [-2.37145, -0.07604, 3.96774], [-0.37487, -5.36996, 4.17292], [1.60387, 1.04619, 1.86353], [-0.59836, -4.91826, 2.08321], [-1.66519, 2.34848, 0.91888], [-1.31419, -0.63941, 0.56270], [3.05593, 5.46466, -0.91450], [-1.85046, -3.85737, 3.83738], [2.53332, 4.41700, -1.89247], [0.85635, -2.14556, -2.33744], [-3.79301, -1.87008, 0.87901], [4.39304, 2.76351, -1.13759], [-4.19190, 2.80921, 0.16815], [3.65709, 0.96904, -2.15073], [1.95940, -6.10843, -0.03834], [2.19963, 0.68824, 3.05815], [-6.12315, -0.87742, 2.86925], [-3.70134, 3.01973, 4.37217], [1.35128, 5.32493, 0.43116], [0.21677, -1.85901, -4.76794], [1.85833, -5.64888, -1.19052], [1.61819, -4.11530, -1.22878], [-3.30357, -3.07234, -0.31431], [2.35081, 1.42695, 3.83274], [-4.67690, -0.06732, 3.41655], [1.63282, 4.75362, -2.40916], [-3.64551, 1.96741, 4.13163], [-0.88793, -4.76638, 3.43547], [1.06973, 2.20236, -1.94662], [-0.29943, -1.03483, -5.75301], [-0.39239, -1.39710, -6.76839], [-1.55612, 1.77801, 4.59279], [-3.54945, -2.17652, 3.33238], [-1.08041, -4.29303, 0.09690]]
}

---

{
  "formula": "C39H40Cl2F5MoN8O2P",
  "method": "wB97M-V/def2-TZVPD",
  "total_energy_ha": -3928.0696,
  "lumo_energy_ha": -0.048,
  "homo_energy_ev": -7.03,
  "charge": 0,
  "multiplicity": 1,
  "de_lowest_kj_mol": 60.21,
  "species": ["C", "N", "C", "H", "C", "C", "C", "N", "C", "H", "C", "H", "C", "H", "H", "N", "C", "C", "C", "C", "O", "C", "N", "Cl", "C", "H", "Mo", "H", "N", "C", "Cl", "C", "C", "H", "C", "C", "H", "H", "H", "C", "C", "H", "H", "H", "H", "H", "H", "F", "H", "N", "C", "C", "C", "H", "H", "H", "H", "H", "F", "H", "F", "C", "H", "C", "C", "H", "C", "H", "H", "H", "C", "C", "N", "P", "C", "H", "C", "N", "H", "H", "C", "H", "C", "C", "H", "C", "C", "H", "H", "F", "H", "C", "O", "H", "C", "H", "F", "H"],
  "xyz": [[-2.99570, -3.28440, 0.40640], [-1.34660, -0.69480, 4.65930], [2.71000, 1.51060, 0.11430], [-1.32980, 3.40170, 0.37380], [-4.46510, -2.41020, -1.25100], [-4.00780, 1.88960, -0.64100], [-3.50270, -1.44510, -1.51450], [1.90210, 0.39820, 0.02920], [-2.97550, 1.40470, 0.14620], [-2.91610, 2.29520, 3.98880], [2.41400, -0.84920, -0.31790], [-1.69840, 4.33520, 2.88440], [1.44050, -1.86370, -0.20970], [4.45280, -0.39820, -0.81390], [-5.38080, -2.43990, -1.81790], [-0.12800, 1.59990, 4.93990], [-3.77140, 2.14840, -1.98960], [-2.02410, -3.38650, 5.42640], [-0.98620, -2.57780, 6.20000], [-0.26240, 3.57250, 0.30180], [-0.38380, -3.19200, 1.43240], [0.20470, 4.83470, 0.07060], [0.53460, 2.47250, 0.44970], [5.64020, -2.88300, -1.45080], [1.88200, 2.71010, 0.26770], [-3.66270, -0.68710, -2.27030], [0.01740, 0.51150, 0.65690], [3.12690, -0.29160, 2.25630], [1.38620, -0.45130, 4.33720], [3.66120, 0.28210, 4.87920], [3.50550, -5.14920, -1.08770], [-1.23420, 3.48620, 3.38390], [0.09850, 3.89150, 4.00050], [-1.06570, -3.17280, 3.50370], [2.41650, 3.97670, 0.08090], [-0.71260, -2.32460, 0.62960], [-2.68760, 3.75440, 4.96920], [-2.80220, -3.48300, 3.41770], [0.00700, -2.76860, 5.78940], [1.78530, -3.18290, -0.46320], [3.70360, -1.16730, -0.72050], [-1.04580, 2.70370, 2.64060], [-0.50020, 5.64280, -0.04500], [1.45050, 2.89440, 5.37390], [-2.27500, -0.88880, 6.51050], [1.05380, -3.96530, -0.35520], [1.85460, 0.67230, 6.02440], [-4.76020, 2.60570, -2.76960], [1.43360, 2.20940, 3.72910], [-2.34440, -1.38100, -0.88490], [-2.50290, 1.91440, -2.52790], [3.08400, -3.49610, -0.83250], [-2.29730, -1.44600, 3.86900], [-0.07360, 4.59850, 4.81470], [4.37980, -1.73220, 4.63740], [3.48800, 4.04230, -0.02240], [-0.98690, -2.85700, 7.25660], [4.33580, 0.50080, 5.70860], [-0.27820, 1.13010, -2.18140], [-3.30730, -1.22950, 4.24390], [-5.22330, 2.10640, -0.11610], [-2.17140, 2.93790, 4.45940], [-3.01600, -3.21960, 5.85830], [-1.36660, 2.12630, 5.48490], [4.03390, -2.49300, -0.97900], [1.97030, 6.07230, -0.14780], [4.22410, -0.84530, 4.01800], [-0.53440, -0.48860, 6.55710], [1.14310, -1.72880, 2.70920], [2.41620, -1.01150, 6.06190], [-1.52290, 1.39660, -1.69990], [1.58820, 5.07630, 0.00150], [0.16990, -1.41770, 0.10420], [-0.11220, 0.20450, 4.00770], [-4.20490, -3.34550, -0.26000], [-1.96940, 1.30320, 5.86080], [-1.70630, 1.11190, -0.34770], [-0.29920, 0.37990, 2.44100], [-4.92200, -4.11970, -0.03040], [-1.79760, -4.45150, 5.50250], [2.28910, -0.12560, 5.42280], [1.98690, -2.44260, 4.10360], [-1.29570, -1.09010, 6.05410], [-2.08830, -2.28180, 0.06170], [-1.09160, 2.74780, 6.34270], [3.23740, -1.16820, 2.90020], [1.87900, -1.53100, 3.49730], [0.73020, 4.38010, 3.25780], [3.59980, -1.99800, 2.29300], [-3.20320, 1.21120, 1.46770], [-2.22600, -1.09540, 2.83370], [-2.02840, -2.94620, 3.96510], [3.93290, 1.54600, 0.04470], [5.18510, -0.55370, 3.59360], [0.80860, 2.63650, 4.52210], [3.56820, 1.18470, 4.27270], [-2.27160, 2.18320, -3.81960], [-2.71740, -3.99320, 1.16870]]
}